# 1
{
  "formula": "C3H6Si",
  "method": "ωB97M-V/def2-TZVPD",
  "de_lowest_kcal_mol": 102.9,
  "molar_mass_g_mol": 70.17,
  "e_tot_ev": -11079.185,
  "homo_lumo_gap_ev": [6.74, 9.42],
  "spin_multiplicity": 1,
  "species": ["C", "C", "C", "Si", "H", "H", "H", "H", "H", "H"],
  "coordinates": [[2.446, 0.826, 1.057], [1.389, 0.218, 0.888], [-0.622, -0.316, -1.509], [-0.169, -0.482, 0.313], [3.478, 1.070, 1.155], [-0.580, 0.711, -1.962], [-0.243, -0.979, -2.188], [-1.732, -0.470, -1.771], [-2.539, -0.134, 2.743], [-1.429, -0.443, 1.274]],
  "nbo_charge": [-0.158, -0.559, -1.131, 1.034, 0.234, 0.250, 0.242, 0.257, 0.009, -0.178]
}


# 2
{
  "formula": "C3H6Si",
  "method": "ωB97M-V/def2-TZVPD",
  "de_lowest_kcal_mol": 22.6,
  "molar_mass_g_mol": 70.17,
  "e_tot_ev": -11082.668,
  "smiles": "C=C=C[SiH3]",
  "homo_lumo_gap_ev": 10.34,
  "spin_multiplicity": 1,
  "species": ["C", "C", "C", "Si", "H", "H", "H", "H", "H", "H"],
  "coordinates": [[2.154, 0.259, 0.213], [0.961, -0.273, 0.063], [-0.103, -0.730, -0.517], [-1.812, 0.244, 0.014], [2.852, 0.307, 1.036], [2.589, 0.759, -0.648], [-0.060, -1.730, -0.812], [-1.492, 1.570, -0.305], [-1.911, -0.190, 1.333], [-3.178, -0.216, -0.378]],
  "nbo_charge": [-0.520, 0.089, -0.609, 0.854, 0.224, 0.219, 0.234, -0.161, -0.178, -0.154]
}


# 3
{
  "formula": "C3H6Si",
  "method": "ωB97M-V/def2-TZVPD",
  "de_lowest_kcal_mol": 45.1,
  "molar_mass_g_mol": 70.17,
  "e_tot_ev": -11081.690,
  "smiles": "[SiH3]C1=CC1",
  "homo_lumo_gap_ev": 10.21,
  "spin_multiplicity": 1,
  "species": ["Si", "C", "C", "C", "H", "H", "H", "H", "H", "H"],
  "coordinates": [[1.759, -0.039, 0.057], [-0.116, -0.125, 0.100], [-1.231, -0.773, 0.350], [-1.449, 0.587, -0.241], [2.201, 1.354, 0.116], [2.206, -0.510, -1.436], [2.121, -1.085, 1.169], [-1.753, -1.776, 0.892], [-1.877, 0.814, -1.239], [-1.861, 1.553, 0.232]],
  "nbo_charge": [0.829, -0.427, -0.151, -0.446, -0.144, -0.136, -0.126, 0.239, 0.182, 0.180]
}


# 4
{
  "formula": "C3H6Si",
  "method": "ωB97M-V/def2-TZVPD",
  "de_lowest_kcal_mol": 9.6,
  "molar_mass_g_mol": 70.17,
  "e_tot_ev": -11080.255,
  "homo_lumo_gap_ev": [6.55, 7.80],
  "spin_multiplicity": 3,
  "species": ["C", "C", "C", "Si", "H", "H", "H", "H", "H", "H"],
  "coordinates": [[-0.784, -1.518, 0.388], [-1.000, -0.198, 0.474], [1.623, 0.746, -0.636], [-0.103, 1.157, -0.336], [-1.167, -2.350, 1.076], [-0.130, -1.806, -0.325], [-1.896, 0.006, 1.019], [2.182, 1.550, -1.120], [2.354, 0.195, 0.003], [-1.078, 2.220, -0.543]],
  "nbo_charge": [-0.359, -0.715, -0.729, 0.954, 0.193, 0.165, 0.217, 0.185, 0.214, -0.124]
}


# 5
{
  "formula": "C3H7Ag2F2NOPt",
  "method": "ωB97M-V/def2-TZVPD",
  "de_lowest_kcal_mol": 189.6,
  "charge": 2,
  "molar_mass_g_mol": 521.91,
  "e_tot_ev": -23411.707,
  "homo_lumo_gap_ev": [5.05, 1.79],
  "spin_multiplicity": 3,
  "species": ["Ag", "Ag", "Pt", "F", "F", "C", "O", "N", "C", "C", "H", "H", "H", "H", "H", "H", "H"],
  "coordinates": [[4.414, 5.791, -1.741], [0.535, 4.089, -6.709], [5.242, 1.629, -4.327], [1.952, 2.426, -2.760], [4.560, 5.275, -6.056], [-1.591, -0.103, 2.134], [-2.464, 0.350, 2.906], [-1.471, -1.425, 1.774], [-0.352, -1.851, 0.884], [-2.290, -2.527, 2.409], [-0.853, 0.583, 1.693], [0.344, -2.568, 1.317], [0.271, -1.003, 0.600], [-0.846, -2.293, 0.018], [-2.945, -2.098, 3.167], [-2.771, -3.093, 1.611], [-1.735, -3.182, 3.081]],
  "nbo_charge": [0.974, 0.995, 0.643, -0.949, -0.662, 0.441, -0.290, -0.046, -0.456, -0.469, 0.192, 0.276, 0.253, 0.272, 0.274, 0.271, 0.281]
}


# 6
{
  "formula": "C3H7BNO3P",
  "method": "ωB97M-V/def2-TZVPD",
  "de_lowest_kcal_mol": 33.1,
  "molar_mass_g_mol": 146.88,
  "e_tot_ev": -20822.803,
  "homo_lumo_gap_ev": 8.02,
  "spin_multiplicity": 1,
  "species": ["B", "C", "C", "C", "N", "O", "O", "O", "P", "H", "H", "H", "H", "H", "H", "H"],
  "coordinates": [[-0.364, 0.462, -0.987], [-1.287, -2.081, 0.218], [-0.564, -1.252, 0.985], [0.018, -0.091, 0.399], [0.958, 0.463, 1.051], [3.206, 0.976, -0.110], [0.997, 1.382, -1.240], [-1.444, 1.309, -0.933], [1.986, 1.706, 0.212], [-1.787, -2.941, 0.806], [-1.611, -1.928, -0.748], [-0.474, -1.439, 2.103], [-0.346, -0.427, -1.671], [1.198, 0.158, 1.974], [1.046, 2.094, -1.964], [-1.532, 1.611, -0.095]],
  "nbo_charge": [0.567, -0.241, -0.296, 0.167, -0.720, -1.107, -0.923, -0.857, 1.446, 0.205, 0.217, 0.216, -0.084, 0.401, 0.546, 0.462]
}


# 7
{
  "formula": "C3H7BO",
  "method": "ωB97M-V/def2-TZVPD",
  "de_lowest_kcal_mol": 21.4,
  "molar_mass_g_mol": 69.90,
  "e_tot_ev": -5947.039,
  "smiles": "CB(C)C=O",
  "homo_lumo_gap_ev": 9.79,
  "spin_multiplicity": 1,
  "species": ["C", "B", "C", "C", "O", "H", "H", "H", "H", "H", "H", "H"],
  "coordinates": [[-0.917, -1.024, -0.310], [-0.313, 0.327, 0.187], [1.167, 0.850, -0.137], [-1.378, 1.309, 0.848], [-2.001, 2.158, 0.262], [-1.716, -0.718, -0.875], [-1.489, -1.522, 0.417], [-0.256, -1.731, -0.832], [1.915, 0.222, -0.604], [1.375, 1.406, 0.713], [1.124, 1.582, -0.871], [-1.632, 1.046, 1.914]],
  "nbo_charge": [-0.990, 0.760, -0.982, 0.159, -0.515, 0.259, 0.248, 0.234, 0.238, 0.239, 0.261, 0.088]
}


# 8
{
  "formula": "C3H7BO2S",
  "method": "ωB97M-V/def2-TZVPD",
  "de_lowest_kcal_mol": 45.8,
  "molar_mass_g_mol": 117.97,
  "e_tot_ev": -18831.347,
  "homo_lumo_gap_ev": 8.20,
  "spin_multiplicity": 1,
  "species": ["B", "C", "C", "C", "O", "O", "S", "H", "H", "H", "H", "H", "H", "H"],
  "coordinates": [[-0.055, 1.612, -0.234], [0.926, -0.273, -1.016], [-0.310, -0.943, -0.395], [-0.327, -1.508, 0.932], [1.212, 1.015, -0.372], [-1.182, 0.972, -0.282], [0.195, 3.340, 0.302], [1.819, -0.874, -0.812], [0.865, -0.099, -2.065], [-1.014, -1.225, -1.259], [-0.293, -2.608, 1.063], [-1.357, -1.285, 1.360], [0.380, -1.184, 1.592], [-0.860, 3.060, 1.186]],
  "nbo_charge": [0.857, -0.158, 0.201, -0.726, -0.690, -0.804, -0.267, 0.209, 0.196, 0.242, 0.264, 0.275, 0.240, 0.162]
}


Question: Number 8 is which compound?
Answer: C3H7BO2S